#1
10
Properties=species:S:1:pos:R:3 method="wB97M-V/def2-TZVPD" e_lumo_ev=-1.47 multiplicity=1 smiles="O=c1cnnncn1"
O 2.33475 -0.18792 0.62471
C 1.26191 0.15013 0.11389
C 0.55017 -1.06263 -0.37944
N -0.62832 -1.56589 -0.14247
N -1.58039 -0.84036 0.68441
N -1.63253 0.34818 0.38467
C -0.73734 1.43828 -0.12483
N 0.53517 1.46211 0.03045
H 1.36812 -1.80812 -0.73348
H -1.47155 2.06622 -0.45792

#2
10
Properties=species:S:1:pos:R:3 method="wB97M-V/def2-TZVPD" e_lumo_ev=-0.24 multiplicity=1 smiles=c1onc2[nH]nnc12
C -1.54103 -0.69151 0.22837
O -0.87594 -1.28940 1.26878
N 0.47408 -0.87171 1.44647
C 0.54421 0.04122 0.49087
N 1.54293 0.63466 -0.37033
N 0.85264 1.25537 -1.40973
N -0.36347 0.92923 -1.30964
C -0.60959 0.18174 -0.27120
H -2.50656 -0.78580 0.09916
H 2.48274 0.59620 -0.17274

#3
10
Properties=species:S:1:pos:R:3 method="wB97M-V/def2-TZVPD" e_lumo_ev=-1.54 multiplicity=1 smiles="O=c1cnncnn1"
O -2.26115 -0.27414 0.64659
C -1.20572 -0.22975 -0.00931
C -0.74395 1.00022 -0.56273
N 0.40010 1.65864 -0.26649
N 1.39392 0.81846 0.42194
C 1.52660 -0.54584 0.31118
N 0.75523 -1.52206 -0.38372
N -0.43044 -1.35470 -0.53609
H -1.58372 1.73871 -0.70267
H 2.14914 -1.28954 1.08131

Most stable structure: #2

#1
11
Properties=species:S:1:pos:R:3 method="wB97M-V/def2-TZVPD" e_lumo_ev=0.84 multiplicity=1 smiles=NOCON
N -2.28480 0.27966 -0.05401
O -1.42617 -0.60531 0.65550
C 0.08255 -0.15569 0.70684
O 0.51260 -0.38333 -0.58385
N 2.05843 0.01722 -0.31004
H -1.75721 1.13143 -0.25057
H -2.45612 -0.19061 -0.94271
H 0.52032 -0.82399 1.45325
H 0.07606 0.89799 1.00877
H 2.49580 -0.85520 -0.61241
H 2.17853 0.68783 -1.07079

#2
11
Properties=species:S:1:pos:R:3 method="wB97M-V/def2-TZVPD" e_lumo_ev="-0.04 / -0.04" multiplicity=1
C -0.17004 0.60606 -1.26390
N -0.34452 1.15404 1.50665
N 0.69871 -1.56275 0.75517
O 0.53373 -0.26686 0.49239
O -0.42952 1.84927 0.47879
H -1.18423 0.53287 1.59306
H 1.62851 -1.91019 0.54616
H -0.06389 -2.16188 0.45228
H -1.20534 0.29244 -1.21356
H 0.50560 -0.12410 -1.68808
H 0.03099 1.59110 -1.65897

#3
11
Properties=species:S:1:pos:R:3 method="wB97M-V/def2-TZVPD" e_lumo_ev=0.81 multiplicity=1 smiles="NC(N)=O.O"
N 1.63377 -0.08957 -1.46086
C 0.76623 -0.10453 -0.39354
N -0.19362 0.84716 -0.41439
O 0.81171 -1.01403 0.42833
H 1.58743 0.61097 -2.16138
H 2.44110 -0.68727 -1.41317
H -0.64054 1.15804 -1.26085
H -0.81611 0.88743 0.38415
O -2.00020 -0.18696 2.09588
H -2.14772 -0.84864 1.44876
H -1.44205 -0.57259 2.74708

Most stable structure: #3

#1
83
Properties=species:S:1:pos:R:3 method="wB97M-V/def2-TZVPD" total_charge=-1 e_lumo_ev=2.14 multiplicity=1
C -0.83777 0.69302 0.00437
O -2.03188 1.33965 0.19920
H -0.45482 0.77388 -1.01294
H 0.02106 1.04553 0.57554
H -0.89170 -0.37208 0.22967
C -0.43707 -3.08294 2.24286
C 0.19414 -4.42758 2.11124
C 0.26429 -4.97012 0.74426
O 1.60681 -5.44686 0.66621
C 2.30634 -5.05167 1.72075
O 3.47603 -5.14762 1.88836
O 1.54311 -4.33332 2.54898
H -0.30745 -2.67212 3.24412
H -1.51663 -3.19770 2.14551
H -0.02042 -2.33021 1.57361
H -0.24029 -5.19481 2.75213
H 0.14267 -4.14075 0.04752
H -0.54037 -5.70120 0.66587
C -0.20195 5.73827 -1.29479
C -0.41910 4.66297 -0.22735
C 0.18062 4.82696 1.14637
O -0.88827 4.57822 2.05422
C -2.06032 4.60962 1.41637
O -3.12853 4.54751 1.91675
O -1.82915 4.75870 0.10205
H -1.00123 5.66859 -2.03262
H 0.79078 5.49005 -1.67026
H -0.30721 6.75605 -0.91910
H -0.25881 3.67102 -0.64978
H 0.64208 5.80766 1.26205
H 0.88582 4.00029 1.23244
C 2.61292 1.91435 2.80382
C 1.24920 2.03947 3.45403
C 0.38162 0.81597 3.40455
O 0.67279 0.11326 4.62392
C 1.11478 1.02883 5.51951
O 1.22184 0.74554 6.72572
O 1.46439 2.20481 4.86588
H 3.23078 1.14532 3.26744
H 3.21090 2.80873 2.97877
H 2.71879 1.71917 1.73668
H 0.86222 2.96918 3.03691
H 0.72065 0.23874 2.54433
H -0.64375 1.15956 3.26792
C 1.16602 -2.49101 -2.12869
C 0.44430 -2.11831 -3.33879
C -0.89042 -2.89015 -3.43539
O -1.80750 -1.99823 -4.06999
C -1.37498 -0.73112 -3.66291
O -2.05234 0.33594 -3.77791
O -0.04023 -0.80209 -3.33155
H 1.88459 -1.70826 -1.88567
H 1.70367 -3.43635 -2.20204
H 0.47972 -2.53516 -1.28303
H 1.10376 -2.20844 -4.20198
H -1.25572 -3.21153 -2.46000
H -0.77779 -3.73085 -4.11995
C 3.75898 2.62923 -0.52707
C 3.03083 1.76390 -1.50542
C 2.35473 2.38011 -2.78461
O 2.93165 1.73790 -3.87749
C 3.95262 1.04007 -3.43861
O 4.69460 0.45590 -4.26810
O 4.06673 1.01401 -2.08543
H 3.00259 3.04414 0.13914
H 4.16252 3.56650 -0.91017
H 4.55722 2.12268 0.01544
H 2.24683 1.13768 -1.07964
H 2.53766 3.44997 -2.68437
H 1.27290 2.25663 -2.73474
C -4.83235 -1.72192 -1.90057
C -3.78789 -2.03938 -0.81390
C -4.35581 -1.99096 0.58891
O -3.90258 -3.15062 1.08264
C -3.49402 -3.99503 0.18055
O -3.20847 -5.20208 0.33464
O -3.50907 -3.37035 -1.02855
H -5.76224 -2.27127 -1.75356
H -4.50065 -1.86279 -2.92927
H -5.10555 -0.66736 -1.86369
H -2.87976 -1.45114 -0.94572
H -5.44345 -1.92075 0.57419
H -3.86918 -1.23107 1.20035

#2
83
Properties=species:S:1:pos:R:3 method="wB97M-V/def2-TZVPD" total_charge=-1 e_lumo_ev=1.81 multiplicity=1
C 0.97905 0.31330 0.58046
O 2.13199 0.57176 1.28356
H 0.49210 -0.65582 0.82323
H 0.22434 1.08626 0.87331
H 1.12989 0.39773 -0.51319
C 1.64330 -1.37514 4.81684
C 0.95672 -2.06896 3.66421
C 1.85076 -2.79796 2.65735
O 1.28266 -4.09128 2.51393
C 0.31090 -4.29650 3.43601
O -0.33694 -5.27887 3.52515
O 0.16353 -3.16317 4.16029
H 0.86771 -0.96749 5.46806
H 2.16478 -0.50918 4.40088
H 2.28366 -2.02049 5.41248
H 0.22834 -1.44841 3.13426
H 2.86122 -2.91193 3.05001
H 1.86482 -2.19823 1.74700
C -1.24256 -2.68958 -0.69558
C -0.49093 -3.87909 -1.27090
C -0.64014 -5.08118 -0.35355
O -1.08274 -6.15250 -1.16723
C -1.32919 -5.67610 -2.41436
O -1.67294 -6.36415 -3.31740
O -1.09067 -4.36027 -2.47867
H -2.24651 -3.00622 -0.41413
H -1.29860 -1.84581 -1.37867
H -0.64972 -2.47248 0.19635
H 0.57224 -3.67268 -1.40666
H -1.34336 -4.83590 0.44509
H 0.31641 -5.33163 0.10569
C -3.70354 3.20880 -0.18276
C -2.37884 2.58872 -0.58291
C -2.53177 1.06284 -0.72619
O -1.80024 0.80703 -1.93270
C -1.48849 1.95607 -2.57562
O -0.90879 2.06542 -3.60561
O -1.97967 2.99508 -1.87650
H -3.79158 3.06445 0.89558
H -4.54247 2.76972 -0.71916
H -3.76149 4.27578 -0.41004
H -1.60173 2.79153 0.15733
H -3.55593 0.76063 -0.94019
H -2.11846 0.55077 0.14078
C -0.74435 1.41581 5.41175
C -2.02822 0.95064 4.74881
C -1.92692 1.06803 3.21888
O -2.41579 -0.19516 2.73239
C -2.59906 -1.02215 3.79028
O -3.08202 -2.10139 3.72608
O -2.19791 -0.45311 4.92887
H -0.63376 2.48953 5.27674
H 0.04076 0.79688 4.97953
H -0.75344 1.20205 6.48244
H -2.84898 1.57056 5.11675
H -0.94055 1.24870 2.79261
H -2.66435 1.81979 2.92723
C 0.28355 -1.23935 -3.49712
C 1.36022 -0.75861 -4.43427
C 2.25250 0.36279 -3.87069
O 3.53061 0.05003 -4.36765
C 3.54397 -1.22726 -4.81519
O 4.47575 -1.74327 -5.35109
O 2.35914 -1.80449 -4.55419
H -0.18022 -2.21511 -3.62248
H -0.52158 -0.51266 -3.39814
H 0.72801 -1.23322 -2.49255
H 0.90103 -0.56882 -5.40882
H 2.11824 0.30967 -2.78744
H 1.86663 1.30238 -4.26109
C 2.15068 3.49199 -0.78527
C 1.58812 4.06953 -2.07526
C 1.56604 5.61432 -2.08014
O 2.08744 5.94200 -3.37468
C 2.44848 4.81576 -4.03876
O 2.83656 4.79306 -5.15487
O 2.31473 3.74209 -3.24364
H 2.19132 2.40566 -0.86967
H 1.71844 3.86922 0.13884
H 3.20285 3.77620 -0.65854
H 0.55456 3.78482 -2.28539
H 2.15262 6.12200 -1.31682
H 0.52777 5.94620 -2.05325

Most stable structure: #2

#1
18
Properties=species:S:1:pos:R:3 method="wB97M-V/def2-TZVPD" e_lumo_ev="0.59 / 0.64" multiplicity=1
C 2.29668 -0.54983 -0.97090
C 0.96884 -0.63933 -1.13943
C 0.84844 -0.41630 1.98562
C -2.43931 -0.55066 -0.02070
C -0.08105 -0.75216 -0.18282
O -0.15484 2.29061 -0.31609
O -0.08857 -0.63256 1.10221
O -1.31552 -1.01046 -0.74335
H 2.93621 -0.45790 -1.83189
H 2.78579 -0.57297 -0.01620
H 0.58035 -0.63638 -2.14863
H 1.86836 -0.20810 1.73372
H 0.47745 -0.24693 2.97897
H -0.16159 2.68961 -1.18828
H -3.29424 -0.72170 -0.67276
H -2.34362 0.51685 0.20172
H -2.57320 -1.10432 0.91410
H -0.31019 3.00252 0.31469

#2
18
Properties=species:S:1:pos:R:3 method="wB97M-V/def2-TZVPD" e_lumo_ev=0.83 multiplicity=1
C -0.59149 -0.18866 -0.40814
C 0.11182 0.38609 1.36399
C 0.84239 0.14330 -0.20327
C -1.53089 0.83046 -1.01681
C 1.91634 -0.90933 -0.10593
O -0.91316 -0.51644 0.95526
O -0.64524 -1.46878 -1.34655
O -0.34396 1.64624 1.78400
H -0.78265 -2.19292 -0.71616
H -1.25583 1.50652 2.08757
H 0.76085 -0.04946 2.12627
H 1.17477 1.04902 -0.71445
H -1.10846 1.84038 -1.04044
H -2.46971 0.86622 -0.45679
H -1.76624 0.57293 -2.05249
H 2.79324 -0.51865 0.42046
H 2.24469 -1.20272 -1.10684
H 1.56353 -1.79421 0.43032

Most stable structure: #2

#1
18
Properties=species:S:1:pos:R:3 method="wB97M-V/def2-TZVPD" e_lumo_ev=-0.53 multiplicity=1
C -0.93754 2.26525 -0.29815
O -0.06662 1.53670 0.45976
O -0.81109 2.09673 -1.69927
H 0.10091 2.29655 -1.94341
H 0.90497 0.73127 0.20692
H -1.96658 1.95499 -0.07204
H -0.86753 3.34422 -0.04601
C 1.03772 -0.88008 0.23846
C -0.26649 -1.05128 -0.48189
C 1.01199 -1.11562 1.60026
C -1.30817 -1.75138 -0.03666
O 2.05143 -1.53257 -0.45269
H 2.86672 -1.05042 -0.62250
H -0.27551 -0.61716 -1.47056
H 0.18225 -0.72184 2.16346
H 1.87764 -1.47245 2.13836
H -2.21317 -1.81557 -0.62150
H -1.32092 -2.21735 0.93746

#2
18
Properties=species:S:1:pos:R:3 method="wB97M-V/def2-TZVPD" e_lumo_ev=0.79 multiplicity=1 smiles=CC1(C)O[C@H](O)[C@H]1O
C 1.69931 0.61807 0.12695
C 0.19250 0.42689 0.20766
C -0.41710 1.14707 1.39822
O -0.46105 0.76001 -1.02682
C -0.91772 -0.62774 -1.21990
O -2.28597 -0.73496 -1.22952
C -0.27144 -1.08956 0.08233
O 0.66608 -2.10944 0.02684
H 2.08526 0.23566 -0.81620
H 2.18442 0.10067 0.95219
H 1.93030 1.67946 0.17788
H -1.49300 0.99022 1.41506
H 0.01648 0.77036 2.32152
H -0.22541 2.21470 1.31514
H -0.45870 -1.02250 -2.14172
H -2.64333 -0.12832 -1.88998
H -1.01240 -1.37145 0.83070
H 1.41176 -1.85914 -0.53036

Most stable structure: #2

#1
17
Properties=species:S:1:pos:R:3 method="wB97M-V/def2-TZVPD" total_charge=+1 e_lumo_ev=-4.09 multiplicity=1
C -1.56545 -1.01288 0.76784
C -0.86301 -0.92530 -0.64328
C -1.47155 0.54253 0.76587
C 0.24033 1.29749 -0.87646
N -0.61194 0.48310 -0.38102
S 2.44621 0.94787 0.44134
S 3.04629 -0.94369 -0.10142
H -2.42316 -1.58936 0.64833
H -0.98949 -1.63549 1.37066
H -0.19231 -1.67774 -0.94147
H -1.46386 -1.09350 -1.59260
H -2.48257 1.05747 0.37961
H -0.96342 0.86992 1.70965
H 0.18145 2.43332 -0.65272
H 0.83913 1.11087 -1.77140
H 2.93698 -1.46685 1.14993
H 3.33637 1.60224 -0.27288

#2
17
Properties=species:S:1:pos:R:3 method="wB97M-V/def2-TZVPD" total_charge=+1 e_lumo_ev=-5.27 multiplicity=1
C -0.66825 0.38400 0.51629
C -2.27311 -1.47744 -0.32188
C 2.46690 0.85503 -0.56268
C -2.06127 -0.14804 0.43420
N 3.63709 0.29146 -0.78929
S -0.31991 2.08574 0.79949
S -1.24946 -0.30337 2.11736
H -1.43829 -2.03991 -0.65854
H -2.83920 -1.27097 -1.20328
H -2.90048 -2.14474 0.13393
H 1.84781 0.29448 0.11281
H 2.20391 1.73791 -1.04208
H -2.89654 0.56428 0.68868
H 4.26596 0.58398 -1.46396
H 3.86218 -0.67083 -0.59191
H -1.05272 2.73352 -0.17567
H -0.58464 -1.47509 2.00653

Most stable structure: #1

#1
14
Properties=species:S:1:pos:R:3 method="wB97M-V/def2-TZVPD" total_charge=+1 e_lumo_ev=-5.83 multiplicity=1
C 0.18633 1.16100 1.34147
C 0.95524 -0.77444 -0.02726
C -0.23393 -0.58718 -0.85920
N -0.30820 1.80985 0.39690
N 0.59527 -0.19474 1.31734
S -1.74322 -1.04801 -0.32465
S 0.29632 -0.28805 -2.54237
H 0.15130 1.51259 2.40866
H 1.08684 -1.79284 0.29470
H 1.84517 -0.39557 -0.55292
H -0.45350 2.74188 0.76548
H 0.93706 -0.65363 2.23715
H -2.54214 -0.64241 -1.34828
H -0.77254 -0.84845 -3.10702

#2
14
Properties=species:S:1:pos:R:3 method="wB97M-V/def2-TZVPD" total_charge=+1 e_lumo_ev="-8.31 / -8.31" multiplicity=1
C -0.73684 -0.81099 0.32193
C 0.18147 0.33652 -0.26671
C -2.57820 0.56379 -0.07460
N -2.11284 -0.50739 0.34024
N 1.54897 0.11306 -0.11532
S -4.44444 0.92369 -0.11502
S -5.24235 -0.78671 0.01628
H -0.76402 -1.67906 -0.43194
H -0.43632 -1.22555 1.25596
H -0.23076 0.65339 -1.30476
H -0.08092 1.27084 0.36238
H -2.08512 1.43745 -0.53807
H 2.02715 -0.33096 -0.85574
H 2.12426 0.35226 0.55872

Most stable structure: #1

#1
18
Properties=species:S:1:pos:R:3 method="wB97M-V/def2-TZVPD" e_lumo_ev=0.30 multiplicity=1 smiles="C=C(C)P.O=C=O.N"
C -1.10996 1.43410 -0.70367
C -1.21567 0.20766 -0.18532
C -0.76296 -1.02368 -0.94071
P -1.66652 0.25645 1.63371
H -1.20979 2.35802 -0.28076
H -0.77174 1.47593 -1.71227
H -0.53044 -0.72757 -2.02573
H -1.59614 -1.70865 -0.97419
H -0.00106 -1.38997 -0.38008
H -3.03312 -0.50818 1.56942
H -2.44791 1.43251 1.36134
O 3.76434 -1.29797 -1.37161
C 2.70871 -1.70639 -1.48066
O 1.72675 -2.26186 -1.70700
N 1.27802 0.88272 1.84504
H 1.77874 1.50004 2.41932
H 1.48586 1.15616 0.83956
H 1.60291 -0.07934 2.09360

#2
18
Properties=species:S:1:pos:R:3 method="wB97M-V/def2-TZVPD" e_lumo_ev=0.44 multiplicity=1
C 1.67468 0.37897 -0.12023
C 1.49327 -0.28002 1.33261
C 0.12849 2.28293 -0.08704
C -2.46294 -2.02496 -0.99649
N 0.53801 1.01914 -0.62018
O 0.27853 -0.92749 1.40226
O -1.15348 -1.78357 -0.46965
P -1.00544 -0.48471 0.53048
H 2.52578 1.00206 -0.13849
H 2.03040 -0.29711 -0.94490
H 2.45733 -0.97326 1.41552
H 1.38084 0.46521 2.10519
H 0.23280 2.24347 1.04637
H 0.97216 3.02619 -0.29054
H -0.98957 2.51152 -0.50073
H -3.00668 -2.69141 -0.47683
H -2.10439 -2.42595 -1.94958
H -2.98981 -1.04102 -1.23779

Most stable structure: #1